{
  "formula": "C15H52N10O11",
  "method": "the ωB97M-V functional and the def2-TZVPD basis",
  "mol_weight_g_mol": 548.64,
  "e_lumo_ev": -0.5,
  "homo_lumo_gap_ev": 7.34,
  "e_above_lowest_kcal_mol": 38.7,
  "species": ["N", "C", "N", "O", "H", "H", "H", "H", "N", "C", "N", "O", "H", "H", "H", "H", "N", "C", "N", "O", "H", "H", "H", "H", "N", "C", "N", "O", "H", "H", "H", "H", "N", "C", "N", "O", "H", "H", "H", "H", "C", "C", "O", "H", "H", "H", "H", "H", "H", "C", "C", "O", "H", "H", "H", "H", "H", "H", "C", "C", "O", "H", "H", "H", "H", "H", "H", "C", "C", "O", "H", "H", "H", "H", "H", "H", "C", "O", "H", "H", "H", "H", "C", "O", "H", "H", "H", "H"],
  "positions_angstrom": [[-1.63804, -2.65121, -2.47943], [-2.12055, -1.51193, -2.72395], [-1.37556, -0.65757, -3.36772], [-3.44801, -1.21027, -2.32867], [-2.20529, -3.32261, -1.98308], [-0.72277, -2.90155, -2.80626], [-1.75527, 0.34113, -3.38063], [-0.36037, -0.76303, -3.44434], [-1.68832, 4.75504, 0.65232], [-1.18925, 4.63577, -0.52313], [-0.57634, 3.48723, -0.78667], [-1.37933, 5.65798, -1.46272], [-2.30452, 5.51275, 0.85611], [-1.74940, 4.05816, 1.40157], [-0.26759, 3.21987, -1.75036], [0.02110, 2.96835, -0.05116], [1.44490, -1.71677, 2.78853], [0.29388, -2.31076, 2.83114], [-0.72124, -1.49849, 2.73033], [0.12927, -3.60306, 3.16130], [2.25591, -2.30569, 2.71458], [1.56175, -0.77715, 2.42158], [-1.69775, -1.81821, 2.71304], [-0.57191, -0.50419, 2.75944], [-2.41233, 1.60827, -0.39798], [-3.64258, 1.73060, -0.06853], [-3.90824, 2.97011, 0.30233], [-4.52597, 0.67266, -0.02558], [-1.92963, 0.70891, -0.42253], [-1.68705, 2.33037, -0.51032], [-4.86819, 3.18102, 0.57012], [-3.20822, 3.71736, 0.17924], [-0.21341, 1.12957, 3.05464], [0.85086, 1.41251, 2.35932], [1.95307, 0.81752, 2.78319], [0.72939, 2.07150, 1.16102], [-1.04512, 1.75635, 2.94543], [-0.04677, 0.76860, 3.98959], [2.86586, 0.70159, 2.23552], [2.09305, 0.45810, 3.74506], [4.14703, 1.11851, -0.55415], [4.14489, -0.20886, 0.21150], [4.25935, 0.15844, 1.56097], [4.46927, 0.89105, -1.59124], [4.84177, 1.82859, -0.14670], [3.12771, 1.45485, -0.46677], [5.07844, -0.72929, -0.02473], [3.32657, -0.93701, 0.13836], [5.05890, -0.30015, 1.88535], [-3.53507, -0.97455, 4.08504], [-3.50298, -0.50550, 2.64162], [-3.38519, -1.68812, 1.83560], [-2.52783, -1.37233, 4.31241], [-4.18996, -1.77477, 4.25502], [-3.74438, -0.24259, 4.93297], [-2.72708, 0.23269, 2.42986], [-4.39314, 0.07568, 2.36097], [-3.10763, -1.49644, 0.95289], [2.25237, 3.30591, -2.15607], [1.80090, 2.42232, -3.31732], [0.37935, 2.21422, -3.17347], [1.86597, 3.07086, -1.17331], [1.97574, 4.32620, -2.34503], [3.37436, 3.28058, -2.07788], [2.33757, 1.52021, -3.13684], [2.02480, 2.68973, -4.40220], [0.14108, 1.64227, -3.87862], [0.63863, -3.83227, -0.20748], [0.32713, -5.33129, -0.04886], [-0.89791, -5.55793, -0.62839], [-0.27637, -3.23580, 0.08578], [0.84946, -3.44161, -1.20098], [1.35070, -3.55341, 0.59510], [0.32675, -5.46870, 1.02352], [1.13005, -5.89614, -0.57612], [-1.54279, -5.14904, -0.11091], [0.10639, -0.52090, -0.62960], [-1.00345, -0.76432, 0.11289], [-0.10409, 0.35622, -1.27524], [0.46964, -1.35186, -1.20509], [0.95880, -0.20756, -0.02359], [-0.63529, -1.33897, 0.81756], [2.51930, -1.18623, -3.02995], [1.30005, -1.21922, -3.77476], [3.39676, -0.94789, -3.70833], [2.83931, -2.14283, -2.53489], [2.48044, -0.47152, -2.18500], [1.33364, -1.86008, -4.49622]],
  "lowdin_charge": [0.188, -0.650, 0.149, -0.141, 0.129, 0.101, 0.152, 0.044, 0.138, -0.592, 0.106, -0.133, 0.125, 0.126, 0.097, 0.084, 0.171, -0.656, 0.147, -0.081, 0.120, 0.034, 0.088, 0.036, 0.184, -0.619, 0.149, -0.113, 0.068, 0.034, 0.119, 0.064, 0.152, -0.549, 0.134, -0.101, 0.164, 0.143, 0.102, 0.150, -0.066, -0.294, -0.119, 0.090, 0.086, 0.044, 0.118, 0.107, 0.129, -0.077, -0.314, -0.067, 0.058, 0.056, 0.099, 0.079, 0.105, 0.057, -0.083, -0.249, -0.093, 0.043, 0.075, 0.089, 0.054, 0.146, 0.058, -0.095, -0.313, -0.043, 0.074, 0.045, 0.067, 0.102, 0.127, 0.059, -0.208, -0.122, 0.087, 0.037, 0.067, 0.053, -0.148, -0.139, 0.104, 0.091, 0.050, 0.110]
}



{
  "formula": "C23H39Cl3N6O2SSbSiTc",
  "method": "the ωB97M-V functional and the def2-TZVPD basis",
  "mol_weight_g_mol": 817.88,
  "e_lumo_ev": [-4.6, -4.7],
  "homo_lumo_gap_ev": [5.68, 5.59],
  "s_squared": 3.854,
  "multiplicity": 4,
  "e_above_lowest_kcal_mol": 559.3,
  "total_charge": 1,
  "species": ["Tc", "N", "N", "C", "O", "O", "H", "H", "H", "C", "N", "C", "C", "C", "C", "C", "N", "C", "C", "C", "C", "C", "C", "H", "H", "H", "H", "H", "H", "H", "H", "H", "H", "H", "N", "C", "N", "S", "H", "H", "H", "H", "C", "C", "C", "Sb", "C", "C", "C", "C", "C", "C", "H", "H", "H", "H", "H", "H", "H", "H", "H", "H", "H", "H", "H", "H", "H", "H", "H", "H", "H", "H", "H", "Cl", "Si", "Cl", "Cl"],
  "positions_angstrom": [[-0.90102, 0.30292, 0.38823], [-1.57327, -1.99000, 1.48385], [-1.51242, -1.75355, 2.85974], [-1.32990, -0.45350, 3.32106], [-1.47806, -0.17965, 4.48467], [-0.93794, 0.37755, 2.38262], [-2.53065, -2.15218, 1.18270], [-1.02879, -2.81154, 1.24996], [-1.91332, -2.41850, 3.50235], [-3.57150, 2.02174, 0.20724], [-2.95832, 0.70721, -0.05886], [-3.70828, -0.26016, -0.44550], [-3.27211, -1.50481, -1.00159], [-4.15702, -2.50490, -1.34952], [-3.44162, -3.50026, -2.03212], [-2.15160, -3.05546, -2.11740], [-1.98269, -1.83490, -1.49253], [-2.99739, 2.65701, 1.44042], [-1.69134, 3.13991, 1.39812], [-1.10407, 3.69072, 2.52422], [-1.83488, 3.78852, 3.69983], [-3.14659, 3.34152, 3.73963], [-3.72636, 2.77214, 2.61333], [-4.65574, 1.90182, 0.26538], [-3.35434, 2.66272, -0.65129], [-4.79159, -0.13919, -0.40104], [-5.20908, -2.51251, -1.10947], [-3.81863, -4.43431, -2.41179], [-1.31671, -3.58107, -2.55538], [-1.13802, 3.11706, 0.45783], [-0.08492, 4.05331, 2.48580], [-1.38269, 4.21302, 4.58577], [-3.72116, 3.43149, 4.65143], [-4.74723, 2.41088, 2.65388], [1.03130, -1.93916, -4.07679], [0.69193, 0.52735, -4.08747], [0.44913, 1.81448, -4.21119], [-1.74396, -0.81481, -4.98298], [1.79683, 0.36688, -4.15313], [-0.80082, -2.13012, -3.40881], [1.24425, 2.42280, -4.34560], [-0.39852, 2.24306, -3.85819], [4.24484, 1.69970, -0.38968], [2.81868, 1.45997, -0.87758], [2.00236, 2.75140, -0.87661], [1.80601, -0.01789, 0.32598], [3.02606, -0.19938, 2.08572], [2.85275, -1.55764, 2.75480], [2.60629, 0.92838, 3.03530], [2.20662, -1.86884, -0.74553], [3.69189, -2.05453, -1.02023], [1.52355, -3.09446, -0.15061], [4.75327, 2.40676, -1.04917], [4.83604, 0.78331, -0.37349], [4.25007, 2.12434, 0.61562], [2.84856, 1.03743, -1.88793], [2.01617, 3.21747, 0.11134], [0.95524, 2.57923, -1.14024], [2.42069, 3.47243, -1.58415], [4.05990, -0.05852, 1.76814], [1.80711, -1.74553, 3.01217], [3.42255, -1.57024, 3.68682], [3.21993, -2.37684, 2.13888], [1.55972, 0.82535, 3.33006], [2.73089, 1.91706, 2.58565], [3.21432, 0.89893, 3.94204], [1.68698, -1.65985, -1.70081], [4.26808, -2.04152, -0.09129], [4.08465, -1.26427, -1.66231], [3.88054, -3.01089, -1.51232], [1.84260, -3.31245, 0.86642], [1.75344, -3.96774, -0.76584], [0.43863, -2.97083, -0.14906], [2.04140, -3.09396, -4.71869], [-0.58134, -0.57452, -1.77137], [-0.16848, -1.01356, -3.82929], [-3.22092, -0.64176, -6.79013]],
  "lowdin_spin": [2.729, 0.063, 0.004, 0.013, 0.013, 0.125, 0.001, 0.001, 0.002, 0.007, 0.022, 0.028, 0.003, 0.006, 0.003, 0.011, 0.015, 0.007, 0.019, 0.007, 0.000, 0.007, -0.001, 0.001, 0.000, 0.002, 0.000, 0.000, 0.000, 0.012, 0.000, 0.000, 0.000, 0.000, -0.022, 0.002, 0.010, -0.044, 0.000, -0.012, 0.000, -0.001, -0.002, -0.008, 0.003, 0.006, 0.008, 0.001, 0.000, -0.006, -0.001, -0.002, -0.001, 0.000, 0.000, 0.000, 0.000, 0.004, 0.000, 0.000, 0.000, 0.000, 0.000, -0.001, 0.000, 0.000, -0.001, 0.000, 0.000, 0.000, 0.000, 0.000, -0.002, -0.003, -0.014, 0.004, -0.019]
}



{
  "formula": "H20O10Xe",
  "method": "the ωB97M-V functional and the def2-TZVPD basis",
  "mol_weight_g_mol": 311.44,
  "e_lumo_ev": -0.5,
  "homo_lumo_gap_ev": 9.54,
  "e_above_lowest_kcal_mol": 16.9,
  "species": ["Xe", "O", "H", "H", "O", "H", "H", "O", "H", "H", "O", "H", "H", "O", "H", "H", "O", "H", "H", "O", "H", "H", "O", "H", "H", "O", "H", "H", "O", "H", "H"],
  "positions_angstrom": [[0.12818, 0.70174, 0.84458], [-1.68675, 0.66272, -2.55183], [-1.39632, 1.22579, -1.83431], [-1.29255, -0.18892, -2.36322], [-2.09306, 3.78742, 1.58758], [-1.25909, 3.73546, 2.05452], [-1.84911, 3.80806, 0.66221], [2.77977, -1.71831, 2.54729], [3.15669, -1.57316, 1.67949], [2.98298, -0.91946, 3.03389], [3.77342, -0.34090, 0.27219], [3.74882, 0.36244, 0.92099], [3.29573, 0.00937, -0.47971], [-3.72694, -0.87110, -0.81507], [-3.08568, -0.33763, -1.28458], [-3.84213, -0.42488, 0.02389], [2.45825, -0.22012, -2.25989], [2.75686, 0.55616, -2.73365], [2.68908, -0.95311, -2.83057], [0.04340, -2.10802, 3.45472], [0.82723, -2.00520, 2.91504], [0.20666, -1.55951, 4.22199], [-0.11463, -1.49157, -2.46221], [0.72301, -1.02983, -2.42507], [-0.03048, -2.08150, -3.21129], [-2.40369, -2.52813, 1.60226], [-1.65479, -2.28758, 2.14771], [-2.02716, -3.05208, 0.89520], [-1.20192, 3.34786, -0.97125], [-1.60313, 3.81975, -1.70104], [-0.30262, 3.67423, -0.93985]],
  "lowdin_charge": [0.346, -0.080, -0.043, -0.034, -0.083, 0.009, -0.039, -0.059, 0.003, 0.041, -0.070, 0.035, -0.016, -0.058, -0.020, 0.027, -0.040, 0.074, 0.071, -0.071, -0.023, 0.040, -0.045, -0.008, 0.062, -0.066, -0.026, 0.029, -0.082, 0.073, 0.053]
}



{
  "formula": "C3H5NO2",
  "method": "the ωB97M-V functional and the def2-TZVPD basis",
  "mol_weight_g_mol": 87.08,
  "e_lumo_ev": 0.9,
  "homo_lumo_gap_ev": 11.17,
  "e_above_lowest_kcal_mol": 53.0,
  "species": ["O", "C", "C", "N", "C", "O", "H", "H", "H", "H", "H"],
  "positions_angstrom": [[0.60693, 1.73418, -0.35754], [0.10365, 0.71417, 0.42616], [-1.14054, -0.01327, -0.06386], [-0.24398, -1.39705, 0.37102], [0.81463, -0.57313, 0.14654], [1.86693, -0.70554, -0.44373], [1.32634, 1.27778, -0.83738], [0.04247, 0.94361, 1.49649], [-2.09915, 0.30842, 0.39338], [-1.22158, 0.06931, -1.15365], [-0.05568, -2.35849, 0.02258]],
  "lowdin_charge": [0.007, -0.349, 0.038, 0.133, -0.545, 0.088, 0.099, 0.161, 0.114, 0.117, 0.137]
}



{
  "formula": "C2H5Cl3Si",
  "method": "the ωB97M-V functional and the def2-TZVPD basis",
  "mol_weight_g_mol": 163.51,
  "e_lumo_ev": -0.1,
  "homo_lumo_gap_ev": 10.25,
  "e_above_lowest_kcal_mol": 108.6,
  "species": ["Cl", "C", "C", "Cl", "Si", "Cl", "H", "H", "H", "H", "H"],
  "positions_angstrom": [[0.88351, -0.78740, -2.86289], [0.38058, -0.90661, -1.12820], [0.26951, 0.48611, -0.45460], [1.93072, 1.18953, -0.24487], [-0.69134, 0.36445, 1.38658], [-0.86653, 1.70061, 3.06649], [1.28264, -1.45131, -0.69280], [-0.59653, -1.32104, -1.34433], [-0.41522, 1.26147, -0.97978], [0.02910, -0.74519, 2.12421], [-2.20646, 0.20940, 1.13018]],
  "lowdin_charge": [0.502, -0.672, -0.882, 0.501, 0.330, 0.109, 0.086, 0.049, 0.080, -0.054, -0.050]
}



{
  "formula": "C6H8OP2",
  "method": "the ωB97M-V functional and the def2-TZVPD basis",
  "mol_weight_g_mol": 158.08,
  "e_lumo_ev": [-2.4, -2.4],
  "homo_lumo_gap_ev": [5.09, 5.07],
  "e_above_lowest_kcal_mol": 47.3,
  "species": ["C", "C", "C", "C", "C", "C", "O", "P", "P", "H", "H", "H", "H", "H", "H", "H", "H"],
  "positions_angstrom": [[-2.71726, -0.47193, 0.13881], [-1.48517, -0.85561, 0.65088], [-2.82508, 0.75984, -0.48982], [-0.40114, -0.02229, 0.54043], [-1.74192, 1.59569, -0.61884], [-0.47326, 1.23618, -0.09634], [0.52451, 2.02522, -0.20268], [2.70326, -0.57843, -0.88235], [2.77878, 0.91266, 0.63363], [-3.57823, -1.11661, 0.22944], [-1.38212, -1.81928, 1.13385], [-3.77599, 1.07926, -0.89441], [0.56793, -0.28679, 0.95958], [-1.82983, 2.55405, -1.10688], [4.09165, -0.69705, -1.00862], [2.62558, -1.65350, 0.01011], [3.25834, 1.90847, -0.22667]],
  "lowdin_charge": [-0.124, -0.113, -0.111, -0.111, -0.033, -0.479, -0.125, 0.473, 0.671, 0.090, 0.100, 0.100, 0.016, 0.105, -0.153, -0.151, -0.158]
}